Entry 1:
{"formula": "C3H6S2", "method": "the ωB97M-V functional and the def2-TZVPD basis", "symbols": ["C", "C", "C", "H", "H", "H", "H", "H", "H", "S", "S"], "coordinates": [[-0.3167, 0.0092, -0.5389], [0.7397, 1.1039, 0.1670], [0.3479, -1.1528, 0.1325], [-2.2244, -0.5671, 0.8516], [0.3226, 0.3921, -1.6330], [0.3288, 2.0606, -0.4064], [0.7268, 1.2473, 1.4418], [0.0920, -0.8762, 1.3319], [0.1774, -2.1196, -0.3729], [-2.1701, 0.0292, -0.4511], [1.9761, -0.1266, -0.5225]], "multiplicity": 1, "e_lumo_ha": 0.0178, "e_homo_ha": -0.320, "de_lowest_kj_mol": 454.8, "orbital_gap_ev": 9.2, "molar_mass_da": 106.22}

Entry 2:
{"formula": "C3H6S2", "method": "the ωB97M-V functional and the def2-TZVPD basis", "symbols": ["C", "C", "C", "S", "S", "H", "H", "H", "H", "H", "H"], "coordinates": [[-0.3334, 1.3892, 0.0526], [-0.7559, 0.3163, -0.3316], [-1.2539, -1.0163, -0.6409], [3.0475, 0.6910, -0.1334], [2.5383, -1.0567, -0.5892], [1.8338, 1.3089, 0.3304], [0.1235, 2.3782, 0.4250], [-1.0932, -1.4439, -1.5856], [-0.9004, -1.7876, 0.1261], [-2.3355, -0.9626, -0.3444], [3.3511, 0.8161, 1.3114]], "multiplicity": 1, "e_lumo_ha": 0.0100, "e_homo_ha": -0.313, "de_lowest_kj_mol": 373.3, "orbital_gap_ev": 8.8, "molar_mass_da": 106.21}

Entry 3:
{"formula": "C3H6S2", "method": "the ωB97M-V functional and the def2-TZVPD basis", "symbols": ["C", "C", "C", "H", "H", "H", "H", "H", "H", "S", "S"], "coordinates": [[0.6025, 0.2343, 0.3346], [-0.1572, 1.0773, -0.6596], [-0.8219, 0.1823, 0.3623], [2.0927, -1.6085, 0.9307], [1.0215, 0.7141, 1.1517], [-0.1872, 0.5838, -1.6474], [-0.1085, 2.1665, -0.5710], [-1.2456, 0.8222, 1.2249], [-0.9643, -1.8201, -0.7943], [1.6500, -1.1474, -0.2179], [-1.8820, -1.2046, -0.1140]], "multiplicity": 1, "e_lumo_ha": 0.0286, "e_homo_ha": -0.330, "smiles": "S[C@@H]1C[C@@H]1S", "de_lowest_kj_mol": 139.7, "orbital_gap_ev": 9.7, "molar_mass_da": 106.22}

Entry 4:
{"formula": "C3H6S3", "method": "the ωB97M-V functional and the def2-TZVPD basis", "symbols": ["C", "C", "C", "S", "S", "S", "H", "H", "H", "H", "H", "H"], "coordinates": [[-2.3507, -0.1243, 0.1231], [1.6205, 1.8258, -0.2008], [-0.4659, -2.0173, 0.0344], [-3.6391, 0.7382, 0.1811], [2.1728, 0.2150, 0.4341], [-0.7128, -0.2666, 0.1757], [0.5498, 2.0539, -0.2371], [1.9914, 2.0439, -1.1165], [2.0370, 2.4039, 0.6411], [-0.3390, -2.4063, 1.0268], [0.4444, -2.0404, -0.5617], [-1.3085, -2.4259, -0.5002]], "multiplicity": 1, "e_lumo_ha": [-0.0863, -0.0863], "e_homo_ha": [-0.264, -0.264], "de_lowest_kj_mol": 375.0, "orbital_gap_ev": [4.8, 4.8], "molar_mass_da": 138.28}

Entry 5:
{"formula": "C3H6S3", "method": "the ωB97M-V functional and the def2-TZVPD basis", "symbols": ["C", "C", "C", "H", "H", "H", "H", "H", "H", "S", "S", "S"], "coordinates": [[-0.6366, -1.4423, 0.5847], [1.7683, -0.0087, 0.0027], [-0.6247, 1.4533, -0.5814], [-1.4878, -1.1070, -0.0330], [-0.8523, -2.4645, 0.9151], [-0.5762, -0.7858, 1.4755], [-0.5419, 0.7907, -1.4509], [-0.8127, 2.4642, -0.9239], [-1.4754, 1.1187, 0.0053], [0.9094, -1.5046, -0.3484], [3.3951, -0.0183, -0.0005], [0.9348, 1.5044, 0.3547]], "multiplicity": 1, "e_lumo_ha": -0.0084, "e_homo_ha": -0.311, "de_lowest_kj_mol": 45.5, "orbital_gap_ev": 8.2, "molar_mass_da": 138.28}

Entry 6:
{"formula": "C3H6Si", "method": "the ωB97M-V functional and the def2-TZVPD basis", "symbols": ["C", "C", "C", "Si", "H", "H", "H", "H", "H", "H"], "coordinates": [[1.4400, 0.1404, 0.2352], [0.2449, -0.2111, 0.0548], [0.5667, 1.3074, 0.0662], [-1.3479, -0.9929, -0.2461], [3.8223, -0.1804, 0.5980], [0.3258, 2.0684, 0.8704], [0.4374, 1.6444, -0.9190], [-1.9538, -1.0400, -1.4860], [-2.2025, -0.3680, 0.8597], [-1.3330, -2.3683, -0.0330]], "multiplicity": 1, "e_lumo_ha": [-0.0457, -0.0017], "e_homo_ha": [-0.360, -0.338], "de_lowest_kj_mol": 597.3, "orbital_gap_ev": [8.6, 9.1], "molar_mass_da": 70.17}

Entry 7:
{"formula": "C3H7AlO3", "method": "the ωB97M-V functional and the def2-TZVPD basis", "symbols": ["O", "C", "C", "O", "C", "Al", "H", "H", "H", "H", "H", "H", "O", "H"], "coordinates": [[0.4832, 2.0355, 0.1418], [-0.5904, 1.4083, -0.4739], [-1.1149, 0.2383, 0.3504], [-0.0803, -0.7103, 0.7071], [0.8268, -1.3565, -0.3818], [1.7559, 0.8539, 0.3692], [-0.3393, 1.0527, -1.4947], [-1.4496, 2.0948, -0.6001], [-1.8931, -0.3171, -0.1880], [-1.5075, 0.5868, 1.3132], [0.5825, -2.4200, -0.2540], [0.4019, -1.1352, -1.3679], [1.9003, -1.0381, 0.4162], [1.0246, -1.2929, 1.4623]], "total_charge": 2, "multiplicity": 1, "e_lumo_ha": -0.4785, "e_homo_ha": -0.754, "de_lowest_kj_mol": 526.3, "orbital_gap_ev": 7.5, "molar_mass_da": 118.07}

Entry 8:
{"formula": "C3H7BeO2", "method": "the ωB97M-V functional and the def2-TZVPD basis", "symbols": ["O", "C", "H", "H", "H", "H", "C", "C", "O", "Be", "H", "H", "H"], "coordinates": [[1.1555, 1.5818, -0.6668], [2.5542, 1.4745, -0.5821], [2.8598, 0.8201, 0.2530], [2.9863, 1.0725, -1.5144], [2.9593, 2.4797, -0.4126], [-0.4435, 1.5670, -0.3564], [0.5994, -0.3632, -2.4058], [0.5309, 0.0928, -1.0287], [-0.7914, 0.5320, -0.7750], [-1.2112, -0.3249, -2.0266], [0.7556, 0.4455, -3.1348], [1.2718, -1.2135, -2.5617], [0.8992, -0.5912, -0.2458]], "multiplicity": 2, "e_lumo_ha": [0.0238, 0.0144], "e_homo_ha": [-0.208, -0.353], "de_lowest_kj_mol": 80.1, "orbital_gap_ev": [6.3, 10.0], "molar_mass_da": 84.10}

Entry 9:
{"formula": "C3H7Br2N2", "method": "the ωB97M-V functional and the def2-TZVPD basis", "symbols": ["C", "C", "C", "N", "N", "Br", "Br", "H", "H", "H", "H", "H", "H", "H"], "coordinates": [[0.0094, -0.5622, 0.8191], [-0.1552, 0.5973, -1.7768], [-0.1710, 1.0061, -0.2888], [1.0388, -1.2735, 0.4189], [-0.7414, -0.7279, 1.8781], [-1.8116, 1.7777, 0.2669], [1.2725, 2.1374, 0.2168], [-0.7973, 1.1632, -2.4371], [0.7400, 0.6059, -2.3759], [-0.4562, -0.3808, -1.9449], [1.7602, -0.8402, -0.2114], [1.5242, -1.8849, 1.0260], [-1.4002, -0.0124, 2.0779], [-0.8124, -1.6055, 2.3313]], "total_charge": 1, "multiplicity": 3, "e_lumo_ha": [-0.1207, -0.3092], "e_homo_ha": [-0.344, -0.541], "de_lowest_kj_mol": 21.3, "orbital_gap_ev": [6.1, 6.3], "molar_mass_da": 230.91}

Entry 10:
{"formula": "C3H7Br3OSi", "method": "the ωB97M-V functional and the def2-TZVPD basis", "symbols": ["C", "C", "C", "O", "Si", "Br", "Br", "Br", "H", "H", "H", "H", "H", "H", "H"], "coordinates": [[0.2828, 1.3350, -1.5192], [0.4300, 0.5843, -0.2241], [0.6629, 1.1893, 0.9270], [0.8207, 0.5111, 2.1014], [4.9285, -0.4034, 0.3697], [3.7820, -0.0035, -1.5364], [6.5754, -1.7637, -0.4441], [6.0162, 1.4391, 0.9398], [1.0534, 2.0442, -1.7943], [-0.6870, 1.9686, -1.4191], [0.0240, 0.5673, -2.1850], [4.2768, -1.2624, 1.2024], [0.2566, -0.5442, -0.2287], [0.6554, 2.3146, 0.9043], [-0.0405, 0.6874, 2.5032]], "multiplicity": 3, "e_lumo_ha": [0.0080, -0.0658], "e_homo_ha": [-0.184, -0.378], "de_lowest_kj_mol": 132.0, "orbital_gap_ev": [5.2, 8.5], "molar_mass_da": 326.89}

Entry 11:
{"formula": "C3H7BrCl2FNO3PS", "method": "the ωB97M-V functional and the def2-TZVPD basis", "symbols": ["O", "S", "O", "F", "N", "C", "C", "C", "Br", "P", "O", "Cl", "H", "H", "H", "H", "H", "H", "H", "Cl"], "coordinates": [[2.1581, 2.1152, 2.0184], [1.8218, 0.8091, 1.6030], [2.8549, 0.2163, 0.8417], [1.5419, -0.0364, 2.9020], [0.4721, 0.8666, 0.6550], [0.0007, -0.5103, 0.2506], [0.7059, -0.9009, -1.0889], [-0.1484, -1.7745, -2.0368], [-1.4429, -0.5996, -2.8964], [-0.7864, 1.9130, 1.3820], [-1.9192, 1.9861, 0.2363], [-1.6909, 0.7768, 2.9055], [-1.0907, -0.5028, 0.0782], [0.2526, -1.2765, 0.9918], [1.0342, -0.0172, -1.6438], [1.6116, -1.4625, -0.8123], [0.5357, -2.1670, -2.7919], [-0.6533, -2.5779, -1.4956], [-1.8002, 2.8094, -0.2650], [-3.4578, 0.3333, -0.8336]], "total_charge": -1, "multiplicity": 1, "e_lumo_ha": 0.1081, "e_homo_ha": -0.134, "orbital_gap_ev": 6.6, "molar_mass_da": 337.94}

Entry 12:
{"formula": "C3H7ClFN", "method": "the ωB97M-V functional and the def2-TZVPD basis", "symbols": ["C", "C", "C", "H", "H", "H", "H", "H", "H", "H", "N", "F", "Cl"], "coordinates": [[-1.3789, 1.1019, -0.1510], [-0.4539, -0.0784, 0.3860], [0.8416, -0.2026, -0.5011], [-0.8281, 2.0094, 0.0222], [-2.3845, 0.9575, 0.3692], [-1.6110, 0.8607, -1.1777], [1.2577, 0.8374, -0.7709], [0.5305, -0.6684, -1.4567], [1.7332, -1.9317, 0.0474], [1.8413, -0.6338, 1.1441], [1.8636, -0.8880, 0.2299], [-0.0230, 0.2310, 1.5806], [-1.3887, -1.5949, 0.2781]], "multiplicity": 1, "e_lumo_ha": 0.0332, "e_homo_ha": -0.346, "smiles": "C[C@@](F)(Cl)CN", "de_lowest_kj_mol": 65.7, "orbital_gap_ev": 10.3, "molar_mass_da": 111.55}

Entry 13:
{"formula": "C3H7ClIN", "method": "the ωB97M-V functional and the def2-TZVPD basis", "symbols": ["C", "C", "C", "N", "Cl", "I", "H", "H", "H", "H", "H", "H", "H"], "coordinates": [[-1.0233, 0.8149, -0.5175], [-0.2130, -1.3955, -0.0800], [1.1897, 0.6221, 0.2282], [0.1523, -0.0183, -0.4044], [1.4713, 2.2671, 0.2242], [3.0289, -0.5156, 0.0190], [-1.8475, 0.5239, -1.2816], [-1.4285, 0.8948, 0.5187], [-0.7818, 1.8818, -0.8238], [-1.3398, -1.5463, -0.3702], [0.4108, -2.2067, -0.5477], [-0.1349, -1.5497, 1.0853], [0.5160, 0.2275, 1.9496]], "multiplicity": 1, "e_lumo_ha": [-0.0045, -0.0045], "e_homo_ha": [-0.304, -0.304], "de_lowest_kj_mol": 252.8, "orbital_gap_ev": [8.2, 8.2], "molar_mass_da": 219.45}

Entry 14:
{"formula": "C3H7ClMgNO", "method": "the ωB97M-V functional and the def2-TZVPD basis", "symbols": ["Mg", "Cl", "C", "O", "N", "C", "C", "H", "H", "H", "H", "H", "H", "H"], "coordinates": [[-0.7604, -1.3378, 5.5480], [0.4967, -0.2743, 3.9113], [-0.6475, 0.5499, 0.5475], [-1.8445, 0.7028, 0.7698], [-0.1249, 0.2949, -0.6469], [1.3146, -0.0360, -0.7209], [-0.8045, -0.0206, -1.9048], [0.1340, 0.7354, 1.3004], [1.5169, -1.1050, -0.6545], [1.7407, 0.4943, 0.1308], [1.7972, 0.3157, -1.6328], [-0.5481, 0.7064, -2.6754], [-0.3899, -0.9712, -2.2402], [-1.8803, -0.0545, -1.7323]], "multiplicity": 2, "e_lumo_ha": [0.0025, -0.0547], "e_homo_ha": [-0.275, -0.334], "de_lowest_kj_mol": 65.8, "orbital_gap_ev": [7.5, 7.6], "molar_mass_da": 132.85}

Entry 15:
{"formula": "C3H7ClN2", "method": "the ωB97M-V functional and the def2-TZVPD basis", "symbols": ["C", "C", "C", "N", "N", "Cl", "H", "H", "H", "H", "H", "H", "H"], "coordinates": [[0.6235, 1.1651, 1.8975], [0.6499, -0.8476, -1.7554], [-0.5855, 1.3731, 1.4632], [-0.6547, -1.5060, -1.0671], [-1.4968, -0.8265, -0.5653], [-1.8236, 1.8943, 2.4839], [-0.5418, -2.5109, -1.2443], [1.2673, 0.9063, 1.1036], [0.9820, 1.4864, 2.8254], [0.2960, 0.0057, -2.3337], [1.1014, -1.5904, -2.3148], [1.1790, -0.6122, -0.9288], [-0.9967, 1.0626, 0.4357]], "multiplicity": 1, "e_lumo_ha": 0.0315, "e_homo_ha": -0.303, "de_lowest_kj_mol": 407.2, "orbital_gap_ev": 9.1, "molar_mass_da": 106.56}

Entry 16:
{"formula": "C3H7ClN2O", "method": "the ωB97M-V functional and the def2-TZVPD basis", "symbols": ["C", "C", "C", "N", "N", "O", "Cl", "H", "H", "H", "H", "H", "H", "H"], "coordinates": [[-0.7121, 0.6466, 2.0045], [0.3132, -0.2539, 1.3162], [-0.0590, -1.0800, 0.2310], [0.8658, -1.6750, -0.5282], [-0.6309, 0.6619, -1.5681], [-0.2798, -0.5025, 2.5664], [-1.5335, -1.7934, 0.3263], [-0.3371, 1.6541, 2.4876], [-1.6123, 0.6694, 1.4590], [1.3876, 0.1423, 1.1717], [1.7621, -1.1966, -0.5002], [0.5319, -1.9245, -1.5501], [-1.3022, 1.1421, -0.9810], [0.1949, 1.1313, -1.3427]], "multiplicity": 1, "e_lumo_ha": [0.0125, -0.0058], "e_homo_ha": [-0.337, -0.250], "de_lowest_kj_mol": 452.9, "orbital_gap_ev": [9.5, 6.6], "molar_mass_da": 122.55}

Entry 17:
{"formula": "C3H7ClN3", "method": "the ωB97M-V functional and the def2-TZVPD basis", "symbols": ["C", "C", "C", "N", "N", "N", "Cl", "H", "H", "H", "H", "H", "H", "H"], "coordinates": [[0.5781, 0.1710, -0.3638], [-0.2616, 0.5176, 0.8654], [-1.5439, -0.3656, 0.7097], [-0.9938, -1.4259, -0.0979], [-0.0602, -0.7943, -0.9783], [1.5974, 0.9012, -0.6983], [-2.8204, 0.5278, -0.3571], [0.0671, 0.2645, 1.8027], [-0.6980, 1.4595, 0.8864], [-2.2027, -0.8345, 1.4126], [-1.4787, -2.2302, -0.3843], [-0.2025, -0.8975, -1.9696], [2.2762, 1.1729, -0.0266], [1.8644, 0.7561, -1.6791]], "total_charge": 1, "multiplicity": 1, "e_lumo_ha": -0.1574, "e_homo_ha": -0.509, "smiles": "[NH2+]=C1C[C@@H](Cl)NN1", "de_lowest_kj_mol": 180.5, "orbital_gap_ev": 9.6, "molar_mass_da": 120.56}

Entry 18:
{"formula": "C3H7ClN3", "method": "the ωB97M-V functional and the def2-TZVPD basis", "symbols": ["C", "C", "C", "N", "N", "N", "Cl", "H", "H", "H", "H", "H", "H", "H"], "coordinates": [[1.0917, -0.8272, 0.1019], [-0.2185, 0.9994, -0.0482], [-1.3495, -1.2644, 0.3751], [1.8845, 0.1568, -0.0588], [-0.2176, -0.4849, 0.0701], [1.1240, 1.2778, -0.3866], [1.1004, 1.5612, -2.3416], [1.3328, -1.9664, 0.2617], [-0.9073, 1.4976, -0.6223], [-0.3179, 1.3005, 1.0645], [-1.1053, -2.0732, 1.1338], [-2.0080, -0.6686, 1.0452], [-1.9607, -1.7033, -0.5650], [1.5514, 2.1945, -0.0298]], "total_charge": 1, "multiplicity": 3, "e_lumo_ha": [-0.1409, -0.3078], "e_homo_ha": [-0.445, -0.539], "de_lowest_kj_mol": 21.0, "orbital_gap_ev": [8.3, 6.3], "molar_mass_da": 120.56}